(1)
C47H55KN10OS3 | wB97M-V/def2-TZVPD

- charge = 0
- E_HOMO (eV) = -6.05
- multiplicity = 1

```
117
C47H55KN10OS3 (wB97M-V/def2-TZVPD)
K 1.180 -0.174 0.534
C -2.802 2.624 4.590
N -2.813 1.178 4.501
C -3.345 0.315 5.443
C -3.143 -0.931 5.012
N -2.469 -0.848 3.786
C -2.263 0.490 3.450
S -1.581 1.199 2.112
C -1.918 -1.991 3.141
C -2.288 -3.271 3.556
C -1.605 -4.350 3.025
C -0.602 -4.137 2.090
C -0.374 -2.832 1.696
N -1.012 -1.784 2.212
H -3.450 2.924 5.412
H -3.154 3.050 3.654
H -1.789 2.987 4.764
H -3.830 0.666 6.339
H -3.390 -1.862 5.484
H -3.077 -3.432 4.276
H -1.853 -5.354 3.349
H -0.016 -4.949 1.677
H 0.376 -2.606 0.944
C -4.911 1.481 -4.020
C -4.799 0.180 -3.223
C -5.979 0.099 -2.243
C -4.869 -0.998 -4.206
C -3.495 0.103 -2.433
C -3.158 -1.049 -1.732
C -1.970 -1.099 -1.024
N -1.103 -0.090 -0.965
C -1.428 1.028 -1.618
C -2.599 1.161 -2.354
C -0.471 2.166 -1.469
C -0.413 3.224 -2.371
C 0.490 4.263 -2.178
C 1.295 4.196 -1.041
C 1.178 3.107 -0.194
N 0.329 2.103 -0.405
C 0.655 5.403 -3.179
C 1.992 5.203 -3.911
C -0.473 5.425 -4.213
C 0.670 6.751 -2.446
H -5.830 1.467 -4.610
H -4.070 1.599 -4.709
H -4.950 2.354 -3.364
H -6.925 0.130 -2.790
H -5.958 0.936 -1.541
H -5.949 -0.827 -1.664
H -5.773 -0.920 -4.815
H -4.896 -1.957 -3.687
H -4.002 -1.000 -4.872
H -3.808 -1.916 -1.730
H -1.703 -2.000 -0.490
H -2.819 2.103 -2.837
H -1.060 3.216 -3.237
H 2.019 4.969 -0.816
H 1.801 3.019 0.694
H 1.996 4.257 -4.458
H 2.827 5.191 -3.207
H 2.157 6.015 -4.625
H -0.468 4.529 -4.840
H -0.345 6.287 -4.872
H -1.453 5.509 -3.734
H 1.544 6.856 -1.801
H -0.225 6.872 -1.831
H 0.698 7.566 -3.174
C 2.453 0.622 -2.518
C 3.718 0.100 -1.888
C 4.962 0.319 -2.531
C 6.091 -0.189 -1.973
C 6.020 -0.940 -0.774
C 7.165 -1.524 -0.195
C 7.018 -2.272 0.940
C 5.755 -2.457 1.528
C 4.591 -1.897 1.015
S 3.056 -2.146 1.797
C 4.739 -1.108 -0.182
N 3.617 -0.564 -0.758
H 2.481 0.470 -3.599
H 2.356 1.698 -2.335
H 1.580 0.110 -2.117
H 4.995 0.875 -3.462
H 7.057 -0.044 -2.446
H 8.134 -1.377 -0.657
H 7.887 -2.733 1.397
H 5.660 -3.054 2.426
O 2.620 1.065 2.588
C 2.548 1.500 3.922
C 1.635 0.677 4.810
C 1.317 1.124 6.090
C 0.518 0.334 6.895
C 0.078 -0.891 6.412
C 0.454 -1.256 5.130
N 1.198 -0.483 4.335
H 2.750 0.085 2.590
H 2.173 2.526 3.900
H 3.540 1.530 4.383
H 1.690 2.080 6.444
H 0.250 0.662 7.893
H -0.529 -1.553 7.018
H 0.156 -2.214 4.713
C -1.664 -6.390 -0.670
C -1.482 -5.646 -1.998
C -0.290 -4.741 -2.017
N -0.347 -3.457 -2.057
N 0.880 -2.823 -2.015
C 1.862 -3.675 -1.946
N 3.175 -3.325 -1.884
S 1.350 -5.341 -1.961
H -2.516 -7.069 -0.725
H -1.839 -5.682 0.143
H -0.778 -6.979 -0.424
H -2.350 -5.018 -2.201
H -1.399 -6.368 -2.814
H 3.320 -2.383 -1.543
H 3.809 -4.000 -1.492
```



(2)
C47H55KN6O3S | wB97M-V/def2-TZVPD

- charge = -2
- E_HOMO (spin up / spin down) (eV) = -0.64 / -0.43
- multiplicity = 1

```
113
C47H55KN6O3S (wB97M-V/def2-TZVPD)
K 0.159 -0.127 -0.648
C 7.329 2.653 -1.538
C 5.939 2.077 -1.631
C 5.277 2.000 -2.849
C 3.979 1.446 -2.972
C 3.202 1.459 -4.119
N 3.478 2.159 -5.308
C 3.852 3.579 -5.252
C 2.972 4.492 -4.394
C 1.725 5.045 -5.084
N 0.637 4.089 -5.328
C 0.131 3.390 -4.212
C -0.424 4.005 -3.097
C -0.758 5.378 -3.025
C -1.214 5.968 -1.855
C -1.588 7.429 -1.814
C -1.299 5.179 -0.711
C -1.010 3.808 -0.704
C -1.029 3.137 0.596
N -0.624 1.966 0.861
C -0.635 1.529 2.239
C 0.773 1.480 2.845
C 1.723 0.376 2.368
N 2.149 0.541 0.994
C 3.375 0.777 0.761
C 3.999 1.049 -0.529
C 5.274 1.635 -0.492
C 3.356 0.800 -1.792
O 2.326 0.102 -1.932
C -0.670 3.139 -1.929
O -0.575 1.891 -2.043
H 7.691 2.950 -2.525
H 8.044 1.934 -1.128
H 7.361 3.540 -0.897
H 5.792 2.338 -3.742
H 2.280 0.894 -4.095
H 2.729 2.018 -5.967
H 3.862 3.940 -6.287
H 4.877 3.652 -4.892
H 3.581 5.346 -4.075
H 2.684 3.962 -3.482
H 1.999 5.477 -6.054
H 1.329 5.858 -4.476
H 0.907 3.439 -6.051
H 0.241 2.313 -4.194
H -0.689 5.976 -3.928
H -1.488 7.880 -2.804
H -0.949 7.994 -1.129
H -2.621 7.576 -1.487
H -1.598 5.641 0.229
H -1.410 3.776 1.416
H -1.087 0.532 2.280
H -1.245 2.209 2.860
H 0.650 1.343 3.926
H 1.253 2.455 2.698
H 1.220 -0.592 2.458
H 2.595 0.361 3.048
H 4.073 0.857 1.617
H 5.751 1.756 0.479
C -0.603 -3.692 3.150
C -1.871 -3.549 3.722
C -2.811 -2.743 3.117
C -2.466 -2.044 1.940
C -1.201 -2.109 1.348
C -0.298 -2.997 1.985
C -3.515 -1.236 1.252
C -4.902 -1.564 1.406
C -5.856 -0.848 0.756
C -5.471 0.223 -0.085
C -6.383 1.023 -0.812
C -5.929 2.030 -1.619
C -4.541 2.273 -1.739
C -3.639 1.513 -1.048
C -4.084 0.471 -0.196
N -3.144 -0.247 0.472
H 0.119 -4.336 3.638
H -2.111 -4.069 4.644
H -3.786 -2.634 3.583
H 0.854 -2.552 0.493
H -5.179 -2.408 2.023
H -6.908 -1.096 0.858
H -7.446 0.824 -0.717
H -6.632 2.643 -2.172
H -4.183 3.070 -2.380
H -2.570 1.669 -1.141
O -0.630 -2.832 -2.107
S -1.614 -1.958 -2.813
C -0.592 -0.845 -3.858
C -0.533 -1.412 -5.280
C -0.918 -2.890 -5.200
C -2.123 -2.919 -4.272
H 0.381 -0.880 -3.357
H -0.968 0.176 -3.785
H 0.458 -1.268 -5.713
H -1.250 -0.887 -5.919
H -0.110 -3.467 -4.747
H -1.139 -3.316 -6.181
H -2.406 -3.904 -3.903
H -2.993 -2.427 -4.717
C 0.659 -5.431 0.588
C 1.645 -4.344 1.036
C 2.588 -4.021 -0.125
C 2.501 -4.840 2.208
N 0.978 -3.078 1.351
H 1.199 -6.325 0.259
H 0.056 -5.053 -0.240
H -0.018 -5.709 1.396
H 3.208 -4.886 -0.374
H 3.243 -3.193 0.156
H 2.026 -3.719 -1.011
H 3.065 -5.731 1.916
H 1.896 -5.096 3.076
H 3.204 -4.058 2.503
```



(3)
C47H57AsBCuN7 | wB97M-V/def2-TZVPD

- charge = 0
- E_HOMO (spin up / spin down) (eV) = -7.53 / -7.67
- multiplicity = 2

```
114
C47H57AsBCuN7 (wB97M-V/def2-TZVPD)
Cu 0.375 -1.220 0.014
C -2.218 -4.800 -0.954
C -3.211 -4.627 0.008
C -2.982 -3.758 1.046
C -1.766 -3.058 1.128
N -0.874 -3.110 0.107
C -1.093 -4.011 -0.862
N -1.534 -2.451 2.352
C -0.378 -1.973 2.686
N 0.682 -1.700 1.882
C 1.786 -1.477 2.659
N 3.016 -1.390 2.302
C 3.459 -1.389 0.991
C 4.814 -1.721 0.816
C 5.407 -1.568 -0.413
C 4.652 -1.050 -1.463
C 3.322 -0.787 -1.226
N 2.710 -0.992 -0.052
C 1.368 -1.462 4.085
C 2.079 -1.284 5.252
C 1.372 -1.352 6.449
C 0.003 -1.612 6.463
C -0.699 -1.822 5.280
C 0.008 -1.730 4.099
H -2.323 -5.508 -1.763
H -4.136 -5.187 -0.046
H -3.688 -3.627 1.853
H -0.326 -4.081 -1.620
H 5.365 -2.061 1.681
H 6.453 -1.810 -0.551
H 5.084 -0.858 -2.436
H 2.690 -0.386 -2.010
H 3.143 -1.090 5.228
H 1.894 -1.206 7.387
H -0.518 -1.665 7.411
H -1.758 -2.048 5.274
C -2.979 2.907 3.561
C -2.348 1.547 3.232
C -2.958 1.021 1.934
C -0.827 1.634 3.376
C -0.368 1.691 4.694
C 0.962 1.896 4.989
C 1.880 2.043 3.961
C 1.482 1.974 2.633
C 2.483 2.193 1.513
C 3.931 1.972 1.947
C 2.358 3.600 0.914
C 0.122 1.749 2.353
N -0.308 1.756 0.989
B -0.280 0.785 -0.085
N -0.918 1.484 -1.174
C -1.297 2.761 -0.744
C -0.926 2.922 0.534
C -1.246 1.134 -2.517
C -0.418 1.611 -3.541
C -0.799 1.374 -4.858
C -1.973 0.695 -5.148
C -2.779 0.234 -4.120
C -2.429 0.436 -2.788
C -3.357 -0.008 -1.672
C -4.483 1.014 -1.493
C -3.941 -1.405 -1.882
C 0.815 2.443 -3.229
C 2.039 2.062 -4.062
C 0.514 3.933 -3.424
H -4.065 2.811 3.628
H -2.757 3.633 2.776
H -2.609 3.303 4.507
H -2.653 0.860 4.028
H -2.956 1.783 1.154
H -3.999 0.746 2.124
H -2.449 0.139 1.564
H -1.087 1.584 5.499
H 1.288 1.943 6.021
H 2.922 2.204 4.202
H 2.246 1.472 0.728
H 4.279 2.787 2.586
H 4.577 1.951 1.067
H 4.058 1.038 2.491
H 2.509 4.354 1.691
H 1.385 3.768 0.456
H 3.123 3.747 0.148
H -1.801 3.450 -1.401
H -1.034 3.783 1.172
H -0.181 1.743 -5.668
H -2.263 0.531 -6.178
H -3.697 -0.290 -4.357
H -2.777 -0.032 -0.750
H -5.084 1.081 -2.404
H -4.085 2.006 -1.275
H -5.138 0.723 -0.670
H -4.614 -1.441 -2.741
H -4.515 -1.695 -1.001
H -3.161 -2.153 -2.027
H 1.062 2.280 -2.177
H 1.913 2.335 -5.112
H 2.241 0.995 -4.010
H 2.917 2.595 -3.691
H 0.250 4.130 -4.466
H 1.390 4.535 -3.174
H -0.313 4.263 -2.797
C 1.505 -1.816 -5.156
As 0.817 -1.812 -3.317
C -0.880 -2.681 -3.750
C 1.887 -3.364 -2.740
H 1.405 -2.816 -5.580
H 2.556 -1.528 -5.164
H 0.942 -1.107 -5.761
H -0.722 -3.700 -4.108
H -1.355 -2.092 -4.533
H -1.542 -2.693 -2.890
H 1.595 -4.268 -3.276
H 1.806 -3.526 -1.665
H 2.933 -3.147 -2.956
```



(4)
C47H57HgN3O6P | wB97M-V/def2-TZVPD

- charge = -2
- E_HOMO (spin up / spin down) (eV) = -1.03 / -2.88
- multiplicity = 2

```
115
C47H57HgN3O6P (wB97M-V/def2-TZVPD)
Hg -1.097 -0.028 0.336
C 2.898 -3.432 0.463
C 4.139 -2.588 0.745
C 3.957 -1.848 2.077
C 4.587 -1.599 -0.331
C 5.961 -1.374 -0.392
C 6.520 -0.453 -1.261
C 5.679 0.276 -2.086
C 4.305 0.079 -2.068
C 3.431 0.870 -3.026
C 3.583 0.332 -4.452
C 3.721 2.370 -3.001
C 3.740 -0.878 -1.195
N 2.349 -1.105 -1.158
C 1.922 -1.837 -2.163
O 2.569 -2.183 -3.177
C 0.548 -2.489 -2.065
C 0.545 -3.824 -2.470
C -0.627 -4.547 -2.430
C -1.784 -3.896 -2.050
C -1.718 -2.557 -1.694
N -0.569 -1.864 -1.669
C -3.055 -1.875 -1.448
O -4.035 -2.386 -2.016
N -3.063 -0.830 -0.642
C -4.314 -0.151 -0.557
C -4.586 0.880 -1.473
C -5.819 1.514 -1.468
C -6.812 1.111 -0.593
C -6.537 0.103 0.307
C -5.295 -0.526 0.371
C -5.178 -1.558 1.497
C -3.942 -2.455 1.526
C -5.282 -0.830 2.848
C -3.544 1.268 -2.494
C -3.777 0.545 -3.825
C -3.460 2.779 -2.715
H 2.829 -4.231 1.207
H 2.947 -3.886 -0.528
H 1.993 -2.830 0.509
H 4.975 -3.286 0.861
H 3.163 -1.103 1.987
H 4.876 -1.339 2.375
H 3.679 -2.547 2.872
H 6.608 -1.949 0.264
H 7.594 -0.313 -1.299
H 6.101 1.004 -2.769
H 2.396 0.730 -2.715
H 4.613 0.464 -4.799
H 2.912 0.860 -5.134
H 3.344 -0.731 -4.472
H 4.690 2.602 -3.454
H 3.719 2.752 -1.987
H 2.947 2.905 -3.553
H 1.475 -4.251 -2.814
H -0.645 -5.594 -2.711
H -2.753 -4.372 -2.046
H -6.021 2.318 -2.165
H -7.787 1.584 -0.610
H -7.317 -0.225 0.986
H -6.052 -2.213 1.391
H -3.040 -1.863 1.678
H -3.833 -3.028 0.606
H -4.038 -3.155 2.361
H -4.536 -0.038 2.891
H -5.105 -1.534 3.667
H -6.266 -0.380 2.993
H -2.594 0.917 -2.094
H -4.665 0.950 -4.320
H -3.937 -0.521 -3.661
H -2.920 0.671 -4.494
H -4.385 3.166 -3.148
H -2.651 3.025 -3.410
H -3.283 3.302 -1.776
O -3.758 3.015 2.907
C -2.949 2.198 2.443
O -3.160 1.194 1.728
C -1.460 2.486 2.868
P -0.120 1.484 2.138
C -0.023 0.067 3.379
C 0.250 0.423 4.704
C 0.396 -0.538 5.690
C 0.324 -1.889 5.365
C 0.125 -2.254 4.042
C -0.028 -1.284 3.060
C 0.387 2.740 0.803
C -0.590 3.218 -0.067
C -0.344 4.338 -0.847
C 0.885 4.982 -0.779
C 1.869 4.494 0.066
C 1.611 3.388 0.869
H -1.466 2.335 3.949
H -1.282 3.542 2.668
H 0.333 1.474 4.964
H 0.575 -0.235 6.716
H 0.432 -2.644 6.134
H 0.095 -3.302 3.766
H -0.175 -1.596 2.029
H -1.556 2.722 -0.116
H -1.117 4.719 -1.503
H 1.069 5.866 -1.378
H 2.837 4.981 0.112
H 2.365 3.027 1.557
O 0.020 1.270 -2.384
H -0.892 1.478 -2.603
H 0.117 0.323 -2.549
C 3.514 0.834 3.342
C 3.562 0.506 1.863
O 2.240 0.244 1.432
H 4.511 1.105 3.699
H 3.152 -0.026 3.908
H 2.829 1.664 3.528
H 4.207 -0.359 1.693
H 3.999 1.340 1.306
H 2.224 -0.206 0.560
```



| no. | DFT total energy (eV) |
| --- | --- |
| 1 | -115414.5795 |
| 2 | -91874.4064 |
| 3 | -166252.4645 |
| 4 | -79882.4493 |